DFT (wB97M-V/def2-TZVPD) results for 2 unconnected molecules or ions with the total composition C8H20ClNO in a non-equilibrium geometry.

Summary:
total charge: 0
highest occupied orbital energy: -0.2664 hartree
gap between HOMO and LUMO: 7.210 eV
total energy: -24675.564 eV
relative energy (zero: lowest compared OMol25 entry of this formula, charge and spin): 66.7 kcal per mole
LUMO level: -0.0014 Eh

Last column: natural (NBO) charge in e.
Positions of all 31 atoms, in Å:
C: -1.641548 1.834774 1.806065  -0.656
C: -0.920548 0.578774 1.435065  -0.257
N: -0.192548 0.558774 0.135065  -0.252
C: -1.094548 1.016774 -0.930935  -0.417
C: 0.878452 1.530774 0.210065  -0.247
C: 2.096452 1.328774 1.196065  -0.625
C: 0.422452 -0.826226 0.007065  -0.254
C: -0.667548 -1.856226 -0.442935  -0.087
O: 0.058452 -3.165226 -0.481935  -0.528
C: 0.554452 -3.273226 -1.862935  -0.265
H: -2.443548 2.115774 1.165065  0.222
H: -0.946548 2.779774 2.019065  0.217
H: -2.242548 1.678774 2.772065  0.249
H: -1.811548 -0.204226 1.500065  0.239
H: -0.340548 0.225774 2.449065  0.253
H: -1.512548 2.114774 -0.847935  0.229
H: -1.910548 0.492774 -1.005935  0.208
H: -0.389548 1.103774 -1.727935  0.290
H: 0.278452 2.458774 0.437065  0.218
H: 1.312452 1.542774 -0.851935  0.277
H: 1.846452 1.736774 2.099065  0.207
H: 2.977452 1.801774 0.720065  0.252
H: 2.366452 0.235774 1.448065  0.222
H: 1.077452 -1.090226 0.967065  0.247
H: 1.235452 -0.675226 -0.755935  0.284
H: -1.051548 -1.750226 -1.369935  0.202
H: -1.471548 -1.842226 0.231065  0.172
H: 1.052452 -4.294226 -1.873935  0.180
H: 1.233452 -2.685226 -2.269935  0.212
H: -0.197548 -3.410226 -2.552935  0.173
Cl: 1.444452 -0.063226 -3.621935  -0.963

Atoms 1-6, force components in eV/Å:
C 0.519 2.611 2.601
C -2.180 -2.613 4.069
N -0.444 -1.068 3.506
C 3.432 5.043 -0.144
C 2.111 1.855 -1.160
C -0.144 -2.414 -2.367

***

DFT (wB97M-V/def2-TZVPD) results for a gas-phase ion, C13H24N2O6P3S (charge +1) in a non-equilibrium geometry.

Summary:
total charge: +1
highest occupied orbital energy: -0.4021 hartree
gap between HOMO and LUMO: 5.827 eV
total energy: -67828.777 eV
relative energy (zero: lowest compared OMol25 entry of this formula, charge and spin): 0.0 kcal per mole
LUMO level: -0.1880 Eh

Last column: natural (NBO) charge in e.
Positions of all 49 atoms, in Å:
C: 1.261588 -4.483459 -0.801690  -0.653
C: 0.725697 -3.547100 0.370798  -0.086
O: -0.644980 -3.150951 0.214534  -0.497
C: -0.807384 -2.175210 -0.803407  -0.132
C: -0.168496 -0.781953 -0.430876  0.310
C: -0.843657 -0.064860 0.688895  -0.278
P: -2.286646 -0.873881 1.567903  0.716
C: -3.919558 -0.019421 1.255111  -0.918
C: -1.946305 -1.182490 3.378477  -0.915
C: -0.328421 1.259330 1.060208  0.011
C: -1.037659 2.046131 2.198393  0.762
O: -0.643314 1.823908 3.315762  -0.514
O: -2.016336 2.980834 2.051896  -0.455
C: -2.605831 3.033128 0.739197  -0.298
C: 0.852535 1.777526 0.333187  -0.290
P: 1.513180 3.463716 0.916550  0.797
S: 0.214548 4.893623 0.814734  -0.514
C: 1.466128 1.009060 -0.766143  -0.127
P: 2.898881 1.844573 -1.593352  2.288
O: 4.033342 1.995473 -0.629954  -1.068
O: 2.324693 3.328102 -2.067750  -0.960
O: 3.483328 1.147871 -2.948843  -0.961
N: 0.935066 -0.255238 -1.085807  -0.315
C: 1.590719 -1.045914 -2.160192  -0.053
N: 1.216560 -0.567014 -3.492999  -0.843
H: 2.379507 -4.533824 -0.655884  0.228
H: 0.869486 -5.513601 -0.573737  0.240
H: 0.977503 -4.127515 -1.820345  0.194
H: 0.758538 -4.182194 1.300754  0.220
H: 1.444291 -2.697445 0.529152  0.156
H: -1.917301 -1.983362 -0.861053  0.257
H: -0.522977 -2.541037 -1.826359  0.198
H: -4.132442 0.838932 1.958804  0.236
H: -3.926842 0.405436 0.219598  0.240
H: -4.749177 -0.771785 1.337513  0.268
H: -1.481117 -2.209187 3.439508  0.251
H: -1.219972 -0.483962 3.861212  0.260
H: -2.916713 -1.263783 3.943073  0.267
H: -2.120748 3.756491 0.036203  0.223
H: -3.661655 3.402233 0.881178  0.224
H: -2.689702 2.053317 0.210661  0.177
H: 2.751494 3.781387 0.295056  0.049
H: 1.822377 3.244689 2.302841  0.027
H: 3.103563 3.901745 -2.214309  0.532
H: 4.363421 0.750849 -2.776325  0.537
H: 1.384392 -2.140122 -2.112870  0.232
H: 2.700530 -0.949052 -1.965686  0.199
H: 0.471433 0.125644 -3.479321  0.383
H: 1.044434 -1.319639 -4.154296  0.397

Atoms 1-6, force components in eV/Å:
C 0.031 0.017 1.561
C 0.819 -1.462 -0.145
O 1.084 0.912 -0.731
C -0.755 0.271 -0.437
C -0.767 0.697 1.648
C 1.899 2.176 -0.550

***

DFT (wB97M-V/def2-TZVPD) results for 2 unconnected molecules or ions with the total composition C2H4Cl2OS in a non-equilibrium geometry.

Summary:
total charge: 0
highest occupied orbital energy (spin up / spin down): -0.2911 / -0.3153 hartree
gap between HOMO and LUMO (spin up / spin down): 7.164 / 8.369 eV
total energy: -40063.277 eV
relative energy (zero: lowest compared OMol25 entry of this formula, charge and spin): 51.1 kcal per mole
LUMO level (spin up / spin down): -0.0278 / -0.0077 Eh

Last column: natural (NBO) charge in e.
Positions of all 10 atoms, in Å:
C: 0.943417 1.043493 -0.218919  -0.674
C: -0.510767 0.755898 -0.037710  -0.122
O: -1.020795 -2.439934 0.485471  -0.819
S: -0.546655 -1.849715 -0.897653  0.242
Cl: -0.895349 0.436443 1.547769  0.097
Cl: -1.651578 1.382675 -1.100865  0.094
H: 0.962134 2.056825 0.040283  0.215
H: 1.565455 0.579037 0.590432  0.239
H: 1.327763 0.908782 -1.185885  0.237
H: -0.173629 -2.873504 0.777074  0.492

Atoms 1-6, force components in eV/Å:
C -0.312 -0.511 1.877
C 1.382 -2.686 -1.056
O 1.186 -1.871 2.243
S 0.304 2.401 -2.363
Cl -0.970 0.018 1.179
Cl -0.389 0.537 -0.168

***

DFT (wB97M-V/def2-TZVPD) results for C3H7N3O2 in the gas phase in a non-equilibrium geometry.

Summary:
total charge: 0
highest occupied orbital energy: -0.2693 hartree
gap between HOMO and LUMO: 8.103 eV
total energy: -11789.825 eV
relative energy (zero: lowest compared OMol25 entry of this formula, charge and spin): 34.3 kcal per mole
LUMO level: 0.0284 Eh

Last column: natural (NBO) charge in e.
Positions of all 15 atoms, in Å:
N: 0.550677 -2.115833 1.020392  -0.826
C: 0.146511 -0.806407 0.812536  -0.085
C: 0.671374 0.037838 -0.109025  0.218
N: 1.709259 -0.321320 -0.929218  -0.817
N: 0.053820 1.245928 -0.265332  -0.650
C: -1.289479 1.223050 -0.587829  0.887
O: -1.896629 0.502230 -1.359505  -0.629
O: -1.909567 2.274429 -0.010780  -0.700
H: -0.175963 -2.668129 1.471139  0.378
H: 0.810316 -2.545271 0.131327  0.368
H: -0.558205 -0.459223 1.564844  0.186
H: 2.322427 -0.995627 -0.479621  0.379
H: 2.170332 0.483973 -1.338558  0.388
H: 0.203250 1.918948 0.476884  0.401
H: -2.808125 2.225413 -0.397255  0.503

Atoms 1-6, force components in eV/Å:
N 0.398 -0.949 -0.421
C 0.108 1.076 -0.112
C -0.681 -2.962 2.391
N 0.720 -0.150 -0.798
N -1.360 2.017 -0.082
C -0.602 0.158 -1.430

***

DFT (wB97M-V/def2-TZVPD) results for a molecular structure, C29H29BGeN8NaO.

Summary:
total charge: +1
highest occupied orbital energy: -0.4043 hartree
gap between HOMO and LUMO: 7.599 eV
total energy: -106118.539 eV
relative energy (zero: lowest compared OMol25 entry of this formula, charge and spin): 34.9 kcal per mole
LUMO level: -0.1250 Eh

Last column: natural (NBO) charge in e.
Positions of all 70 atoms, in Å:
Na: 1.106219 0.458035 -0.525041  0.916
C: -2.830181 -1.473030 1.068420  -0.202
C: -2.024539 -0.419205 1.603683  -0.401
N: -0.712981 -0.629543 1.207478  -0.143
N: -0.720249 -1.680944 0.454534  -0.224
C: -1.977899 -2.217412 0.323028  -0.030
B: 0.644230 -2.377717 -0.096486  0.936
N: 1.804573 -1.949956 0.799055  -0.385
C: 2.483396 -2.762373 1.643849  0.004
C: 3.408571 -2.008601 2.316091  -0.336
C: 3.222120 -0.711552 1.820130  -0.021
N: 2.259874 -0.673632 0.917039  -0.376
N: 0.818597 -2.020638 -1.595705  -0.390
C: 0.200661 -2.647085 -2.625528  -0.029
C: 0.660483 -2.107518 -3.799202  -0.337
C: 1.581766 -1.133946 -3.387278  -0.035
N: 1.673209 -1.074304 -2.071016  -0.341
N: 0.434787 -3.870091 0.025068  -0.415
C: 1.163243 -4.832366 -0.598506  -0.031
C: 0.856247 -6.035139 -0.019317  -0.341
C: -0.081182 -5.707615 0.978638  -0.038
N: -0.325140 -4.411801 1.010179  -0.299
H: -3.877673 -1.644854 1.245289  0.264
H: -2.140930 -0.017450 2.605901  0.308
H: -2.134278 -3.115488 -0.244735  0.258
H: 2.258234 -3.811785 1.706210  0.236
H: 4.114886 -2.344759 3.051794  0.239
H: 3.748549 0.190851 2.081734  0.211
H: -0.482190 -3.459203 -2.451113  0.230
H: 0.398833 -2.395991 -4.800554  0.239
H: 2.185335 -0.478457 -3.992862  0.214
H: 1.847977 -4.583955 -1.389262  0.232
H: 1.245663 -7.002781 -0.273069  0.241
H: -0.586360 -6.361833 1.668673  0.218
O: -0.211582 1.432294 -2.102598  -0.987
H: 0.215728 1.924054 -2.811269  0.495
H: -1.057688 1.135221 -2.467923  0.506
C: -1.177597 2.632976 1.210319  -1.104
Ge: -2.706503 1.494023 0.854758  1.695
C: -3.124686 1.474198 -1.037732  -0.508
C: -3.338155 2.747873 -1.570884  -0.142
C: -3.607923 2.920015 -2.921169  -0.215
C: -3.649820 1.820013 -3.763286  -0.198
C: -3.439353 0.548185 -3.249988  -0.207
C: -3.187766 0.373996 -1.893271  -0.252
C: -4.154040 1.840944 2.082695  -0.516
C: -3.857709 2.651696 3.151494  -0.176
C: -4.809524 2.933082 4.155318  -0.221
C: -6.050396 2.379527 4.076716  -0.140
C: -6.404601 1.529682 3.000263  -0.083
C: -7.696249 0.952183 2.930984  -0.159
C: -8.043155 0.136249 1.896504  -0.204
C: -7.109721 -0.131137 0.873076  -0.190
C: -5.858429 0.413759 0.915218  -0.235
C: -5.458900 1.257034 1.982739  0.033
H: -1.506185 3.618720 1.533817  0.256
H: -0.617564 2.752669 0.283717  0.248
H: -0.541782 2.206429 1.982453  0.256
H: -3.291812 3.626459 -0.936145  0.212
H: -3.780140 3.912000 -3.314714  0.231
H: -3.853220 1.952281 -4.816859  0.232
H: -3.477421 -0.311858 -3.903808  0.230
H: -3.030359 -0.622717 -1.517174  0.225
H: -2.872701 3.091952 3.249820  0.212
H: -4.547078 3.581554 4.978625  0.229
H: -6.790090 2.581354 4.840815  0.224
H: -8.404499 1.172239 3.718156  0.221
H: -9.030434 -0.300093 1.852185  0.227
H: -7.394355 -0.762500 0.042941  0.222
H: -5.174598 0.220250 0.098977  0.212

Atoms 1-6, force components in eV/Å:
Na -0.195 0.820 -0.110
C -0.140 -0.063 0.016
C 0.112 0.200 -0.055
N -0.067 0.058 -0.208
N 0.069 -0.061 0.085
C -0.046 -0.150 -0.005

***

DFT (wB97M-V/def2-TZVPD) results for 2 unconnected molecules or ions with the total composition C4H11N2 in a non-equilibrium geometry.

Summary:
total charge: +1
highest occupied orbital energy (spin up / spin down): -0.5023 / -0.4999 hartree
gap between HOMO and LUMO (spin up / spin down): 8.288 / 8.575 eV
total energy: -7294.461 eV
relative energy (zero: lowest compared OMol25 entry of this formula, charge and spin): 149.6 kcal per mole
LUMO level (spin up / spin down): -0.1977 / -0.1847 Eh

Last column: natural (NBO) charge in e.
Positions of all 17 atoms, in Å:
C: 0.085413 -0.883999 0.122226  0.272
C: 1.700379 -2.409951 -0.868310  -0.445
C: -1.330928 1.441306 1.366551  -0.451
C: -1.112530 1.581973 -1.013623  -0.491
N: 1.051811 -1.165279 -0.605915  -0.476
N: -0.515900 1.319150 0.235122  -0.161
H: -0.435825 -1.697901 0.620743  0.189
H: 1.439550 -3.162607 -0.152725  0.248
H: 1.313450 -2.835938 -1.965553  0.242
H: 2.740452 -2.114583 -1.168065  0.253
H: -2.393623 0.974897 1.132140  0.191
H: -1.333135 2.575054 1.417399  0.269
H: -0.930533 1.108527 2.232177  0.227
H: -0.199909 1.699225 -1.629252  0.218
H: -1.767210 2.504977 -0.885389  0.257
H: -1.680300 0.694932 -1.379635  0.232
H: 1.417630 -0.462916 -1.264368  0.427

Atoms 1-6, force components in eV/Å:
C -2.199 2.424 0.776
C 0.096 -1.255 -4.598
C -3.781 0.944 -3.173
C 0.136 -0.217 -1.023
N 0.798 1.047 -1.902
N 2.356 -2.612 1.253

***

DFT (wB97M-V/def2-TZVPD) results for C4H5IN2O2 in the gas phase in a non-equilibrium geometry.

Summary:
total charge: 0
highest occupied orbital energy: -0.3593 hartree
gap between HOMO and LUMO: 9.568 eV
total energy: -19405.468 eV
relative energy (zero: lowest compared OMol25 entry of this formula, charge and spin): 0.0 kcal per mole
LUMO level: -0.0077 Eh

Last column: natural (NBO) charge in e.
Positions of all 14 atoms, in Å:
C: -1.413331 0.920379 -0.711063  -0.647
C: -0.615468 -0.147398 -0.102316  0.058
I: -1.721353 -2.085106 0.123254  0.025
N: -0.057019 0.229303 1.116603  -0.667
C: 1.324224 -0.005940 1.213782  0.795
O: 1.877823 0.059664 2.278176  -0.577
N: 1.751973 -0.363788 -0.062966  -0.668
C: 0.674989 -0.637346 -0.916650  0.673
O: 0.837914 -1.040095 -2.000367  -0.531
H: -2.195888 0.928286 -0.046783  0.223
H: -1.802149 0.702144 -1.763531  0.241
H: -0.776878 1.733786 -0.696050  0.228
H: -0.537338 0.359650 1.921883  0.414
H: 2.652501 -0.653539 -0.353974  0.433

Atoms 1-6, force components in eV/Å:
C -0.710 -2.215 -3.095
C 1.839 -2.734 -1.130
I -0.004 0.466 -0.100
N 2.919 -0.394 -2.726
C -1.306 -0.236 0.808
O 0.952 0.085 -0.545